Molecular formula: C3H10N3PS
Method: DFT, ωB97M-V with the def2-TZVPD basis set

Values from the calculation:
Molecular weight in g/mol: 151.18
Energy above the lowest of the compared OMol25 structures with the same formula, charge and spin in kJ/mol: 160.7
Calculated total energy in eV: -27866.583
HOMO-LUMO gap in eV: 8.80

CARTESIAN COORDINATES (ANGSTROEM)
C1 -1.1997 0.2818 -0.2566
C2 -0.0694 0.1176 -1.3991
C3 0.6390 1.4110 -1.4558
N1 -0.6600 0.4217 1.1392
N2 0.6833 -1.0064 -0.9292
N3 -0.3192 -2.0520 1.8213
P1 0.4694 -0.7160 1.4266
S1 1.9254 -0.2641 2.7126
H1 -1.7758 1.1242 -0.3609
H2 -1.6657 -0.6484 -0.2146
H3 -0.6816 -0.0790 -2.2577
H4 0.9331 1.9674 -0.5363
H5 0.1017 2.2256 -2.0549
H6 1.5400 1.5274 -2.0905
H7 -0.3319 1.3117 1.4879
H8 1.7794 -0.7374 -0.9662
H9 -0.0857 -2.8014 2.4527
H10 -1.2822 -2.0838 1.4815

Here are the Löwdin charges for atoms 1 to 6, given in e: -0.18, -0.52, -0.12, -0.20, -0.06, -0.14